(1)
Entry from OMol25: a molecular structure, C27H36FMnN4 (the ωB97M-V functional and the def2-TZVPD basis).

```
! wB97M-V def2-TZVPD RIJCOSX def2/J DEFGRID3
* xyz 1 2
Mn -1.095 0.247 0.040
C 1.050 -2.947 0.366
C -0.403 -2.944 0.875
C -0.636 -2.041 2.083
N -0.520 -0.647 1.716
C -0.523 0.302 2.645
C -0.737 0.024 4.021
C -1.045 0.871 5.055
C -1.118 2.267 5.080
C -0.767 3.140 4.073
C -0.336 2.859 2.781
C -0.306 1.646 2.087
N -0.117 1.587 0.749
C 0.327 2.720 -0.036
C -0.839 3.610 -0.491
C -2.082 2.781 -0.893
N -1.753 1.427 -1.268
C -2.322 0.766 -2.264
C -3.427 1.269 -2.994
C -4.248 0.666 -3.910
C -4.139 -0.602 -4.485
C -3.119 -1.508 -4.297
C -2.019 -1.461 -3.444
C -1.689 -0.545 -2.438
N -0.727 -0.809 -1.502
C 0.172 -1.919 -1.826
C 1.388 -2.133 -0.905
H 1.319 -3.986 0.162
H 1.692 -2.605 1.176
H -0.674 -3.958 1.174
H -1.120 -2.646 0.109
H 0.089 -2.298 2.863
H -1.648 -2.235 2.467
H -0.765 -1.026 4.273
H -1.304 0.380 5.985
H -1.463 2.704 6.007
H -0.857 4.195 4.304
H -0.106 3.733 2.187
H 0.806 2.298 -0.928
H 1.088 3.303 0.493
H -0.490 4.197 -1.342
H -1.143 4.301 0.297
H -2.593 3.320 -1.696
H -2.769 2.720 -0.037
H -3.742 2.261 -2.701
H -5.103 1.253 -4.228
H -4.932 -0.878 -5.166
H -3.202 -2.424 -4.868
H -1.397 -2.340 -3.514
H 0.562 -1.725 -2.836
H -0.376 -2.869 -1.844
H 2.101 -0.283 -1.639
H 2.059 -2.758 -1.503
C 3.647 -0.288 1.251
C 3.589 -0.819 -0.186
C 4.258 -2.196 -0.201
C 4.404 0.118 -1.087
C 2.112 -0.803 -0.677
H 4.646 -0.427 1.655
H 2.938 -0.807 1.893
H 3.411 0.773 1.284
H 5.320 -2.070 -0.004
H 4.168 -2.700 -1.158
H 3.842 -2.836 0.571
H 5.411 0.232 -0.697
H 3.944 1.102 -1.136
H 4.480 -0.275 -2.098
H 1.514 -0.205 0.027
F -2.686 -0.055 0.547
*
```

Calculated values
Expectation value of S²: 0.977
Lowest unoccupied orbital energy (spin up / spin down), eV: -4.8 / -3.8
HOMO energy (spin up / spin down), Ha: -0.3820 / -0.3995

Results of the Löwdin charge analysis, in e, for atoms 1 through 8: number 1, Mn, carries 0.8891; number 2, C, carries -0.1292; number 3, C, carries -0.1669; number 4, C, carries -0.2092; number 5, N, carries -0.0394; number 6, C, carries -0.1907; number 7, C, carries 0.0233; number 8, C, carries -0.0407

=====

(2)
Entry from OMol25: a molecular structure, C27H36IIrN2O4P2 (the ωB97M-V functional and the def2-TZVPD basis).

```
! wB97M-V def2-TZVPD RIJCOSX def2/J DEFGRID3
* xyz 2 1
Ir 0.188 -0.250 0.258
C -2.359 -1.258 2.276
P -1.362 -1.835 0.872
C -2.639 -2.532 -0.196
C -0.434 -3.246 1.529
C -1.009 -4.506 1.670
C -0.282 -5.540 2.240
C 1.015 -5.320 2.679
C 1.594 -4.068 2.540
C 0.877 -3.027 1.959
P 1.564 -1.362 1.737
C 1.594 -0.610 3.387
C 3.321 -1.634 1.399
H -2.927 -2.106 2.661
H -3.055 -0.492 1.932
H -1.742 -0.856 3.075
H -3.274 -3.154 0.436
H -2.212 -3.119 -1.004
H -3.250 -1.740 -0.624
H -2.019 -4.698 1.334
H -0.729 -6.520 2.338
H 1.581 -6.127 3.125
H 2.609 -3.923 2.887
H 2.182 -1.230 4.065
H 0.585 -0.517 3.784
H 2.044 0.383 3.328
H 3.725 -2.317 2.145
H 3.866 -0.696 1.487
H 3.469 -2.068 0.410
C -1.362 4.348 1.652
C -1.656 3.144 2.555
C -1.039 1.930 2.036
N -0.564 0.967 1.641
H -1.930 5.204 2.009
H -1.650 4.144 0.622
H -0.305 4.605 1.677
H -2.729 2.953 2.624
H -1.286 3.299 3.570
C 0.930 0.630 -3.169
C 1.632 -0.576 -2.598
O 1.007 -1.219 -1.439
H 1.591 1.015 -3.948
H 0.795 1.414 -2.424
H -0.023 0.390 -3.636
H 2.628 -0.297 -2.260
H 1.739 -1.378 -3.326
H 0.171 -1.622 -1.780
O 1.458 1.508 -0.115
N 2.726 1.870 -0.160
C 3.711 1.026 -0.499
C 5.016 1.466 -0.595
C 5.314 2.793 -0.339
C 4.280 3.648 0.018
C 2.995 3.166 0.101
H 3.409 0.005 -0.666
H 5.783 0.759 -0.878
H 6.329 3.156 -0.417
H 4.458 4.693 0.228
H 2.130 3.761 0.348
I -6.237 3.158 -5.185
C -4.764 2.147 -4.123
C -4.476 0.823 -4.433
C -3.493 0.155 -3.724
C -2.801 0.800 -2.702
C -3.097 2.127 -2.400
C -4.074 2.803 -3.109
C -1.755 0.051 -1.958
O -1.198 0.703 -0.976
O -1.469 -1.112 -2.273
H -5.013 0.320 -5.225
H -3.253 -0.873 -3.960
H -2.552 2.629 -1.613
H -4.300 3.835 -2.880
*
```

Calculated values
Lowest unoccupied orbital energy, eV: -5.4
Energy above the lowest of the compared OMol25 structures with the same formula, charge and spin, eV: 0.885
HOMO energy, Ha: -0.4578

Results of the Löwdin charge analysis, in e, for atoms 1 through 8: number 1, Ir, carries 1.1071; number 2, C, carries -0.2083; number 3, P, carries 0.8277; number 4, C, carries -0.1959; number 5, C, carries -0.3519; number 6, C, carries -0.0541; number 7, C, carries -0.0304; number 8, C, carries -0.0323

=====

(3)
Entry from OMol25: a molecular structure, C27H36IIrO3P2Si (the ωB97M-V functional and the def2-TZVPD basis).

```
! wB97M-V def2-TZVPD RIJCOSX def2/J DEFGRID3
* xyz 3 6
C 8.851 -2.202 -0.548
C 7.482 -2.556 -0.021
H 9.546 -2.982 -0.218
H 9.199 -1.242 -0.151
H 8.864 -2.172 -1.643
O 7.168 -3.515 0.642
I 5.897 -1.145 -0.537
Ir 0.798 -0.733 0.349
P 1.245 -1.740 -1.641
C 0.116 -3.180 -1.638
C 0.595 -0.673 -2.981
H 0.511 -1.231 -3.922
H 2.672 -2.840 -3.269
H 1.291 0.163 -3.116
H 3.560 -1.625 -2.296
H -0.873 -2.867 -1.284
H -0.385 -0.269 -2.700
C 2.804 -2.415 -2.264
H 0.027 -3.588 -2.650
H 3.157 -3.199 -1.588
H 0.538 -3.933 -0.962
P 2.037 0.441 1.872
C 1.236 0.049 3.471
C 3.813 0.362 2.211
H 2.046 2.591 0.778
H 1.974 2.780 2.556
H 0.501 2.310 1.642
C 1.593 2.210 1.700
H 4.377 0.610 1.306
H 4.083 1.059 3.018
H 1.660 0.693 4.249
H 1.422 -1.003 3.709
H 4.085 -0.655 2.512
H 0.161 0.249 3.387
C 0.455 -2.218 1.361
O 0.226 -3.179 2.013
O -0.222 0.939 -0.296
Si -1.848 0.824 -0.082
C -2.444 1.642 -1.675
C -3.594 1.348 -2.422
C -3.812 1.988 -3.652
C -2.952 2.993 -4.098
C -1.821 3.309 -3.355
C -1.571 2.625 -2.165
C -2.873 -0.737 0.071
C -3.029 -1.616 -1.013
C -3.832 -2.762 -0.921
C -4.532 -3.014 0.255
C -4.426 -2.141 1.329
C -3.639 -0.995 1.216
C -2.236 1.896 1.401
C -2.654 3.211 1.179
C -2.887 4.083 2.243
C -2.776 3.624 3.551
C -2.378 2.312 3.804
C -2.126 1.448 2.728
H -4.329 0.615 -2.079
H -4.639 1.676 -4.283
H -3.127 3.492 -5.047
H -1.103 4.059 -3.687
H -0.653 2.852 -1.631
H -2.534 -1.403 -1.959
H -3.905 -3.454 -1.764
H -5.158 -3.895 0.339
H -4.958 -2.328 2.261
H -3.658 -0.301 2.048
H -2.791 3.573 0.167
H -3.143 5.121 2.039
H -2.959 4.298 4.379
H -2.245 1.955 4.829
H -1.875 0.408 2.943
*
```

Calculated values
Expectation value of S²: 8.793
Lowest unoccupied orbital energy (spin up / spin down), eV: -8.7 / -12.9
HOMO energy (spin up / spin down), Ha: -0.5657 / -0.5677

Results of the Löwdin charge analysis, in e, for atoms 1 through 8: number 1, C, carries -0.0857; number 2, C, carries -0.7944; number 3, H, carries 0.1004; number 4, H, carries 0.0929; number 5, H, carries 0.0932; number 6, O, carries 0.0246; number 7, I, carries 0.8494; number 8, Ir, carries 1.0269

=====

(4)
Entry from OMol25: a molecular structure, C27H36N5O3S3V (the ωB97M-V functional and the def2-TZVPD basis).

```
! wB97M-V def2-TZVPD RIJCOSX def2/J DEFGRID3
* xyz 0 3
V -0.870 0.008 0.436
C -0.495 -0.559 3.392
N -1.677 -0.202 2.568
C -2.302 0.990 3.197
C -3.175 1.877 2.320
C -2.429 2.587 1.199
N -2.110 1.684 0.098
C -2.545 1.994 -1.072
C -2.258 1.309 -2.296
C -3.013 1.630 -3.442
C -2.749 1.050 -4.654
C -1.677 0.147 -4.754
C -0.901 -0.162 -3.667
C -1.170 0.404 -2.401
O -0.401 0.110 -1.397
C -2.584 -1.376 2.635
C -3.903 -1.321 1.869
C -3.770 -1.041 0.358
N -2.410 -1.315 -0.067
C -2.164 -2.375 -0.752
C -0.860 -2.899 -1.014
C -0.723 -3.910 -1.986
C 0.487 -4.503 -2.227
C 1.596 -4.112 -1.461
C 1.487 -3.157 -0.482
C 0.261 -2.509 -0.237
O 0.191 -1.596 0.701
H -0.795 -0.697 4.438
H 0.244 0.234 3.331
H -0.051 -1.474 3.011
H -1.487 1.605 3.570
H -2.880 0.652 4.068
H -3.585 2.643 2.985
H -4.037 1.348 1.912
H -1.487 2.990 1.579
H -3.033 3.422 0.830
H -3.185 2.877 -1.163
H -3.819 2.349 -3.346
H -3.342 1.296 -5.525
H -1.448 -0.304 -5.712
H -0.056 -0.835 -3.738
H -2.817 -1.560 3.693
H -2.003 -2.228 2.282
H -4.599 -0.615 2.324
H -4.349 -2.308 2.010
H -3.992 0.002 0.140
H -4.484 -1.654 -0.200
H -3.006 -2.946 -1.154
H -1.600 -4.203 -2.555
H 0.590 -5.260 -2.992
H 2.562 -4.564 -1.651
H 2.346 -2.833 0.091
C 0.697 3.322 4.193
O 0.473 2.661 2.946
C 1.549 2.275 2.222
S 3.094 2.530 2.742
S 1.165 1.509 0.738
H -0.294 3.501 4.607
H 1.222 4.263 4.039
H 1.289 2.697 4.861
C 6.052 0.157 -3.320
N 5.504 0.393 -2.013
C 6.356 0.704 -0.879
C 5.343 0.890 0.254
N 4.174 0.194 -0.271
C 4.245 0.072 -1.624
S 2.991 -0.407 -2.604
H 6.758 -0.680 -3.305
H 6.575 1.047 -3.678
H 5.232 -0.078 -3.995
H 6.944 1.603 -1.072
H 7.051 -0.121 -0.679
H 5.121 1.941 0.446
H 5.682 0.439 1.185
H 3.256 0.400 0.113
*
```

Calculated values
Expectation value of S²: 2.013
Lowest unoccupied orbital energy (spin up / spin down), eV: 0.0 / 0.0
Energy above the lowest of the compared OMol25 structures with the same formula, charge and spin, eV: 0.000
HOMO energy (spin up / spin down), Ha: -0.2652 / -0.2654

Results of the Löwdin charge analysis, in e, for atoms 1 through 8: number 1, V, carries 0.8157; number 2, C, carries -0.0645; number 3, N, carries -0.2413; number 4, C, carries -0.1693; number 5, C, carries -0.1450; number 6, C, carries -0.1882; number 7, N, carries -0.0639; number 8, C, carries -0.0740

=====

(5)
Entry from OMol25: a molecular structure, C27H37BrN3O8RuSe2SiTe2 (the ωB97M-V functional and the def2-TZVPD basis).

```
! wB97M-V def2-TZVPD RIJCOSX def2/J DEFGRID3
* xyz -2 2
Ru -0.101 0.026 -0.594
Se -2.434 -0.402 -0.948
Te -3.222 1.477 -2.432
Te -1.228 1.242 -4.324
Se 0.420 -0.090 -2.909
O 0.105 -0.406 3.586
C 0.040 -0.753 2.410
O -0.208 0.090 1.464
C 0.240 -2.217 2.079
C 0.316 -3.072 3.162
C 0.522 -4.437 3.010
C 0.663 -4.998 1.738
C 0.587 -4.154 0.676
C 0.390 -2.732 0.749
O 0.396 -2.073 -0.328
N 0.700 -4.735 -0.672
O -0.327 -5.005 -1.257
O 1.817 -4.966 -1.098
N 0.597 -5.293 4.160
O 0.792 -6.493 3.983
O 0.448 -4.807 5.273
H 0.222 -2.640 4.147
H 0.820 -6.059 1.614
C 5.106 -1.659 2.391
C 5.282 -1.845 0.876
C 6.694 -2.394 0.617
C 4.257 -2.909 0.460
Si 4.991 -0.185 -0.045
Br 2.790 0.175 0.044
C 5.759 1.337 0.856
C 5.614 2.601 -0.004
C 5.037 1.641 2.182
C 7.251 1.121 1.144
C 5.409 -0.254 -1.922
C 4.931 -1.581 -2.532
C 4.689 0.853 -2.710
C 6.922 -0.127 -2.161
H 5.164 -2.642 2.870
H 4.131 -1.234 2.637
H 5.880 -1.032 2.836
H 6.838 -3.298 1.219
H 7.482 -1.689 0.895
H 6.845 -2.674 -0.426
H 4.455 -3.828 1.022
H 4.284 -3.163 -0.596
H 3.239 -2.599 0.692
H 4.570 2.800 -0.250
H 6.190 2.552 -0.930
H 5.986 3.457 0.569
H 3.970 1.823 2.048
H 5.481 2.549 2.606
H 5.153 0.849 2.919
H 7.834 0.951 0.236
H 7.425 0.282 1.819
H 7.653 2.017 1.632
H 3.863 -1.738 -2.370
H 5.470 -2.445 -2.146
H 5.097 -1.546 -3.615
H 3.607 0.725 -2.677
H 5.000 0.785 -3.759
H 4.921 1.857 -2.361
H 7.500 -0.870 -1.608
H 7.300 0.861 -1.892
H 7.130 -0.276 -3.227
N -0.701 7.376 0.328
C -0.634 6.239 0.150
C -0.551 4.828 -0.072
C -1.397 3.954 0.615
C -1.307 2.595 0.393
C -0.385 2.040 -0.509
C 0.455 2.944 -1.176
C 0.381 4.311 -0.972
H -2.119 4.352 1.319
H -1.958 1.928 0.944
H 1.187 2.565 -1.880
H 1.042 4.986 -1.502
C 1.097 3.262 3.166
O 1.474 2.262 2.254
H 1.741 4.129 2.999
H 1.208 2.937 4.208
H 0.061 3.585 3.015
H 0.783 1.577 2.233
*
```

Calculated values
Expectation value of S²: 0.762
Lowest unoccupied orbital energy (spin up / spin down), eV: 3.7 / 3.7
Energy above the lowest of the compared OMol25 structures with the same formula, charge and spin, eV: 0.000
HOMO energy (spin up / spin down), Ha: -0.0712 / -0.0692

Results of the Löwdin charge analysis, in e, for atoms 1 through 8: number 1, Ru, carries 0.5303; number 2, Se, carries -0.0480; number 3, Te, carries 0.1164; number 4, Te, carries 0.0562; number 5, Se, carries -0.1319; number 6, O, carries 0.0326; number 7, C, carries -0.5790; number 8, O, carries -0.2386

=====

(6)
Entry from OMol25: a molecular structure, C27H37CuGe2N4O2 (the ωB97M-V functional and the def2-TZVPD basis).

```
! wB97M-V def2-TZVPD RIJCOSX def2/J DEFGRID3
* xyz 0 1
Cu 0.608 -0.190 -0.654
C -3.468 -2.755 0.222
C -2.216 -2.229 -0.486
Ge -1.035 -1.144 0.667
C -0.109 -2.303 1.958
C -1.012 -2.835 3.073
C -2.163 0.110 1.641
C -1.912 1.413 1.504
Ge -0.363 1.741 0.306
C -0.790 2.735 -1.347
C -1.293 4.178 -1.252
C 1.208 2.520 1.206
C 1.060 3.846 1.958
C -2.692 2.494 2.181
C -2.356 3.836 2.007
C -3.066 4.858 2.624
C -4.144 4.555 3.439
C -4.499 3.224 3.629
C -3.784 2.212 3.010
H -4.125 -3.277 -0.479
H -4.047 -1.942 0.667
H -3.223 -3.457 1.020
H -2.500 -1.597 -1.331
H -1.624 -3.051 -0.900
H 0.710 -1.711 2.375
H 0.358 -3.118 1.398
H -1.515 -2.023 3.604
H -0.433 -3.397 3.810
H -1.785 -3.504 2.691
H -2.975 -0.245 2.281
H -1.520 2.127 -1.891
H 0.142 2.694 -1.919
H -2.253 4.242 -0.739
H -1.428 4.599 -2.251
H -0.587 4.823 -0.723
H 1.945 2.611 0.405
H 1.579 1.746 1.882
H 0.728 4.654 1.301
H 2.021 4.150 2.380
H 0.350 3.776 2.783
H -1.517 4.087 1.376
H -2.774 5.889 2.465
H -4.704 5.345 3.924
H -5.340 2.974 4.265
H -4.082 1.184 3.174
O 2.094 0.888 -1.371
N 3.254 0.396 -1.169
N 3.266 -0.730 -0.578
O 2.195 -1.375 -0.152
C 4.551 -1.333 -0.311
C 4.590 -2.393 0.576
C 5.810 -2.993 0.859
C 6.974 -2.537 0.258
C 6.914 -1.474 -0.636
C 5.704 -0.867 -0.929
H 3.670 -2.732 1.030
H 5.846 -3.820 1.556
H 7.923 -3.007 0.481
H 7.816 -1.116 -1.114
H 5.647 -0.042 -1.624
N -0.965 -3.426 -5.867
C -0.610 -2.723 -4.746
C 0.316 -3.233 -3.832
C 0.660 -2.475 -2.733
N 0.153 -1.265 -2.481
C -0.727 -0.775 -3.361
C -1.134 -1.452 -4.490
H -0.727 -4.398 -5.930
H -1.761 -3.125 -6.399
H 0.761 -4.209 -3.983
H 1.377 -2.839 -2.004
H -1.122 0.210 -3.140
H -1.851 -1.003 -5.167
*
```

Calculated values
Lowest unoccupied orbital energy, eV: 0.6
Energy above the lowest of the compared OMol25 structures with the same formula, charge and spin, eV: 0.000
HOMO energy, Ha: -0.2859

Results of the Löwdin charge analysis, in e, for atoms 1 through 8: number 1, Cu, carries 0.1272; number 2, C, carries -0.1691; number 3, C, carries -0.3585; number 4, Ge, carries 0.8703; number 5, C, carries -0.3582; number 6, C, carries -0.1713; number 7, C, carries -0.2459; number 8, C, carries -0.3294

=====

Number 1: largest force on an atom 1.6 eV/A. Number 2: largest force on an atom 0.9 eV/A. Number 3: largest force on an atom 7.3 eV/A. Number 4: largest force on an atom 0.4 eV/A. Number 5: largest force on an atom 0.3 eV/A. Number 6: largest force on an atom 0.5 eV/A.